ORCA calculation (wB97M-V/def2-TZVPD) on a structure of composition C55H46Cl3I2KN5O4S3Sb.

Cartesian coordinates (Å):
K (-0.26, 0.78, -0.44)
C (1.85, 0.94, -5.48)
O (1.73, 1.39, -4.17)
C (2.73, 1.06, -3.29)
C (3.95, 0.56, -3.66)
C (4.89, 0.20, -2.68)
C (4.57, 0.30, -1.36)
C (3.32, 0.80, -0.94)
C (3.05, 0.78, 0.46)
N (1.93, 1.10, 1.02)
N (2.00, 0.99, 2.39)
C (0.90, 1.09, 3.06)
O (-0.31, 1.27, 2.61)
C (1.12, 0.95, 4.52)
C (2.32, 1.41, 5.07)
C (2.56, 1.29, 6.43)
C (1.64, 0.67, 7.25)
C (0.46, 0.18, 6.71)
C (0.20, 0.33, 5.36)
C (2.37, 1.27, -1.90)
O (1.29, 1.84, -1.59)
H (0.88, 1.09, -5.95)
H (2.11, -0.13, -5.53)
H (2.62, 1.50, -6.04)
H (4.21, 0.44, -4.70)
H (5.86, -0.16, -3.00)
H (5.28, -0.01, -0.60)
H (3.88, 0.46, 1.10)
H (3.03, 1.87, 4.41)
H (3.48, 1.69, 6.85)
H (1.84, 0.56, 8.31)
H (-0.25, -0.32, 7.35)
H (-0.73, -0.03, 4.96)
S (-1.77, -0.21, -4.16)
C (-2.86, -1.17, -3.29)
C (-4.24, -1.13, -3.60)
C (-5.11, -1.94, -2.92)
C (-4.61, -2.79, -1.93)
C (-3.25, -2.76, -1.69)
N (-2.39, -1.99, -2.33)
H (-4.57, -0.45, -4.37)
H (-6.17, -1.93, -3.15)
H (-5.27, -3.46, -1.39)
H (-2.81, -3.40, -0.92)
I (-3.83, -0.88, 1.25)
C (-2.44, -0.75, 2.86)
I (-1.24, -2.50, 3.06)
H (-2.99, -0.63, 3.78)
H (-1.77, 0.08, 2.69)
Cl (1.55, -9.44, -1.22)
C (1.66, -7.91, -2.02)
C (0.50, -7.18, -2.26)
C (0.61, -5.97, -2.93)
C (1.83, -5.47, -3.36)
C (1.94, -4.17, -4.14)
C (2.43, -2.99, -3.25)
N (1.81, -2.89, -1.96)
C (2.09, -3.68, -0.88)
C (1.32, -3.21, 0.14)
N (0.58, -2.15, -0.29)
C (0.90, -1.98, -1.54)
O (0.79, -3.94, -4.92)
C (-0.24, -3.10, -4.38)
C (-1.51, -3.37, -5.12)
C (-1.80, -2.83, -6.34)
Cl (-0.79, -1.84, -7.28)
S (-3.38, -3.27, -6.90)
C (-3.65, -4.19, -5.47)
C (-2.59, -4.16, -4.64)
C (2.97, -6.24, -3.09)
Cl (4.53, -5.71, -3.61)
C (2.89, -7.45, -2.43)
H (-0.46, -7.54, -1.94)
H (-0.29, -5.41, -3.15)
H (2.72, -4.32, -4.90)
H (2.25, -2.05, -3.79)
H (3.51, -3.11, -3.12)
H (2.80, -4.48, -0.92)
H (1.24, -3.56, 1.15)
H (0.50, -1.21, -2.17)
H (0.02, -2.04, -4.52)
H (-0.41, -3.27, -3.32)
H (-4.59, -4.69, -5.34)
H (-2.58, -4.64, -3.68)
H (3.79, -8.03, -2.24)
S (-2.37, 2.81, 0.09)
Sb (-1.26, 3.41, 1.95)
C (0.80, 3.93, 2.14)
C (1.23, 4.36, 3.38)
C (2.55, 4.71, 3.57)
C (3.43, 4.67, 2.50)
C (2.99, 4.26, 1.25)
C (1.67, 3.89, 1.07)
C (-1.88, 5.50, 2.16)
C (-2.83, 5.90, 3.08)
C (-3.25, 7.22, 3.14)
C (-2.72, 8.15, 2.26)
C (-1.77, 7.76, 1.33)
C (-1.35, 6.44, 1.29)
C (-2.44, 2.81, 3.67)
C (-3.78, 2.57, 3.38)
C (-4.65, 2.16, 4.37)
C (-4.19, 2.00, 5.66)
C (-2.85, 2.22, 5.95)
C (-1.98, 2.63, 4.96)
H (0.53, 4.40, 4.21)
H (2.90, 5.02, 4.55)
H (4.47, 4.94, 2.65)
H (3.68, 4.22, 0.42)
H (1.34, 3.53, 0.10)
H (-3.27, 5.17, 3.75)
H (-4.00, 7.52, 3.86)
H (-3.06, 9.18, 2.29)
H (-1.36, 8.48, 0.64)
H (-0.61, 6.13, 0.57)
H (-4.13, 2.71, 2.37)
H (-5.69, 1.98, 4.13)
H (-4.87, 1.69, 6.45)
H (-2.49, 2.07, 6.96)
H (-0.94, 2.79, 5.21)

M   1458.2 g/mol
LUMO   3.380 eV
E_HOMO   -1.9 eV
Kohn-Sham gap   5.272 eV
Energy relative to the best compared isomer or geometry (same formula, charge and spin)   24.3 kcal/mol
Multiplicity   1
DFT total energy   -182560.813 eV
Net charge   -2